Molecular formula: C20H21BN6RuS2
Method: DFT, ωB97M-V/def2-TZVPD

Values from the calculation:
E_HOMO (alpha / beta) = -14.50 / -14.71 eV
Charge = +2
E_tot = -54933.5717 eV
2S+1 = 5
Largest force on an atom = 3.4 eV Å⁻¹
M = 521.45 u
LUMO level (alpha / beta) = -0.2383 / -0.3397 Ha
⟨S²⟩ = 6.065

Last column: Mulliken charge in e.
Element x y z (Å)
1 Ru 0.21676 1.10453 1.39692  -0.354
2 C -3.86981 -2.40089 -0.18813  -0.854
3 N -2.59084 -2.14455 -0.90111  0.399
4 C -2.16768 -2.68372 -2.04334  -0.308
5 C -0.94886 -2.11110 -2.34754  -0.629
6 N -0.70014 -1.16216 -1.41922  0.670
7 B 0.47526 -0.15628 -1.46903  -0.045
8 N 0.03685 1.15181 -2.14182  0.504
9 C -0.00016 1.28312 -3.50637  -0.643
10 C -0.44024 2.49078 -3.88322  -0.345
11 N -0.68432 3.12958 -2.67633  0.157
12 C -1.09284 4.49375 -2.69090  -0.928
13 C -0.36085 2.32009 -1.64596  0.004
14 S -0.59422 2.78546 0.12361  -0.160
15 C -1.72834 -1.17780 -0.53586  -0.266
16 S -2.00197 -0.10989 0.75553  -0.086
17 H -3.80331 -3.25978 0.46005  0.327
18 H -4.71610 -2.52391 -0.94233  0.374
19 H -4.15355 -1.59610 0.49040  0.347
20 H -2.70863 -3.51903 -2.48693  0.503
21 H -0.46214 -2.37711 -3.26239  0.533
22 H 0.78056 0.09452 -0.29952  -0.194
23 H 1.47820 -0.65456 -1.95842  -0.015
24 H 0.41001 0.54411 -4.15916  0.474
25 H -0.53590 2.90122 -4.86196  0.495
26 H -0.67141 4.91429 -3.55176  0.388
27 H -0.68323 5.06666 -1.88706  0.404
28 H -2.18105 4.57059 -2.74387  0.307
29 C -1.05255 -4.03499 1.57832  -0.587
30 C 0.21835 -3.81645 1.06069  -0.551
31 C 0.99897 -2.74008 1.39816  -0.357
32 C 0.38299 -1.79695 2.18298  0.306
33 C -0.85713 -2.01008 2.79824  -0.461
34 C -1.56289 -3.16356 2.54169  -0.579
35 N 1.04201 -0.49601 2.27746  0.537
36 N 2.22090 -0.52751 2.59759  -0.770
37 C 2.75737 0.81031 2.39581  0.524
38 C 3.90977 1.17370 3.05651  -0.516
39 C 4.35828 2.52566 2.90770  -0.546
40 C 3.75179 3.35189 1.96926  -0.551
41 C 2.53029 3.02214 1.44869  -0.117
42 C 1.95478 1.73118 1.68232  0.581
43 H -1.63019 -4.87059 1.20513  0.565
44 H 0.59713 -4.42558 0.28287  0.485
45 H 2.00547 -2.54580 0.99782  0.472
46 H -1.31011 -1.14360 3.39184  0.439
47 H -2.46972 -3.39550 3.09575  0.473
48 H 4.36171 0.46393 3.69757  0.515
49 H 5.33772 2.79368 3.30048  0.370
50 H 4.16781 4.32402 1.64475  0.389
51 H 1.98519 3.79657 0.86416  0.320